Entry 1:
{
  "formula": "C50H43N3O5PSSiTi",
  "method": "ωB97M-V with the def2-TZVPD basis set",
  "multiplicity": 2,
  "max_force_ev_per_a": 1.4,
  "s2": 0.754,
  "e_above_lowest_kj_mol": 0.0,
  "e_tot_ev": -118376.5868,
  "total_charge": 0,
  "orbital_gap_ev": [6.644, 6.505],
  "homo_ev": [-7.61, -7.47],
  "symbols": ["Ti", "O", "C", "O", "C", "P", "C", "C", "C", "C", "C", "C", "C", "C", "C", "C", "C", "C", "H", "H", "H", "H", "H", "H", "H", "H", "H", "H", "H", "H", "C", "C", "C", "C", "C", "C", "Si", "C", "C", "C", "C", "C", "C", "C", "C", "C", "C", "C", "C", "H", "H", "H", "H", "H", "H", "H", "H", "H", "H", "H", "H", "H", "H", "H", "C", "C", "N", "C", "C", "C", "C", "C", "C", "C", "C", "N", "C", "N", "H", "H", "H", "H", "H", "H", "H", "H", "H", "C", "C", "C", "C", "C", "C", "C", "S", "O", "O", "O", "H", "H", "H", "H", "H", "H", "H"],
  "positions_angstrom": [[0.1332, 0.2641, 0.1534], [-3.3420, 0.9951, 1.9431], [-2.1573, 0.9662, 1.8262], [-1.4981, 0.0482, 1.1178], [-1.2146, 1.9758, 2.4956], [0.4375, 1.1754, 2.6193], [0.2016, 0.1280, 4.0874], [-0.5792, -1.0148, 3.9868], [-0.7497, -1.8433, 5.0820], [-0.1469, -1.5330, 6.2902], [0.6284, -0.3903, 6.3995], [0.8032, 0.4389, 5.3032], [1.6213, 2.4436, 3.1250], [2.9446, 2.2754, 2.7394], [3.8905, 3.2303, 3.0677], [3.5199, 4.3613, 3.7782], [2.2039, 4.5328, 4.1766], [1.2597, 3.5744, 3.8548], [-1.6396, 2.2882, 3.4648], [-1.1545, 2.8392, 1.8187], [-1.0451, -1.2825, 3.0456], [-1.3428, -2.7368, 4.9760], [-0.2771, -2.1812, 7.1416], [1.1058, -0.1458, 7.3339], [1.4370, 1.3095, 5.3963], [3.2409, 1.3880, 2.1857], [4.9153, 3.0862, 2.7698], [4.2591, 5.1080, 4.0302], [1.9152, 5.4082, 4.7367], [0.2369, 3.7062, 4.1744], [5.1389, -0.6709, 3.1222], [4.0074, -1.0917, 3.7965], [2.9085, -1.5578, 3.0932], [2.8932, -1.6191, 1.6958], [4.0569, -1.1958, 1.0453], [5.1617, -0.7288, 1.7378], [1.2998, -2.0224, 0.7038], [0.3187, -3.3126, 1.6897], [-1.0631, -3.4052, 1.5193], [-1.8102, -4.3710, 2.1721], [-1.1850, -5.2721, 3.0191], [0.1871, -5.2038, 3.1980], [0.9249, -4.2383, 2.5375], [1.9280, -3.0017, -0.8156], [1.2219, -2.9637, -2.0167], [1.6081, -3.7164, -3.1155], [2.7253, -4.5292, -3.0371], [3.4439, -4.5894, -1.8521], [3.0453, -3.8377, -0.7613], [5.9971, -0.3102, 3.6683], [3.9748, -1.0566, 4.8748], [2.0409, -1.8829, 3.6521], [4.1132, -1.2444, -0.0319], [6.0442, -0.4204, 1.1978], [-1.5763, -2.6915, 0.8814], [-2.8790, -4.4136, 2.0254], [-1.7627, -6.0243, 3.5340], [0.6811, -5.9056, 3.8537], [1.9913, -4.2075, 2.6940], [0.3373, -2.3290, -2.1001], [1.0338, -3.6699, -4.0298], [3.0324, -5.1178, -3.8903], [4.3109, -5.2277, -1.7786], [3.6165, -3.9069, 0.1496], [3.3995, 0.9145, -2.5117], [2.5033, 0.4176, -1.5806], [1.9481, 1.1835, -0.6125], [2.2438, 2.4854, -0.5470], [3.1519, 3.0754, -1.4309], [3.7404, 2.2494, -2.4187], [3.5662, 4.4876, -1.4459], [3.0436, 5.6657, -1.0297], [1.7481, 6.0458, -0.4425], [1.3537, 7.3844, -0.5536], [0.1328, 7.7202, -0.0112], [-0.6407, 6.8267, 0.5959], [-0.1741, 5.5937, 0.6480], [0.9710, 5.1458, 0.1685], [3.8159, 0.2641, -3.2653], [2.2263, -0.6355, -1.5923], [1.7474, 3.0672, 0.2299], [4.4432, 2.6725, -3.1205], [4.5183, 4.5897, -1.9632], [3.6583, 6.5369, -1.2353], [1.9752, 8.1210, -1.0338], [-0.2389, 8.7345, -0.0649], [-0.7939, 4.8707, 1.1442], [2.1110, 4.1689, -6.1642], [1.2960, 3.4872, -5.1083], [0.9257, 4.1716, -3.9552], [0.1815, 3.5554, -2.9645], [-0.2059, 2.2404, -3.1312], [0.1372, 1.5377, -4.2742], [0.8917, 2.1646, -5.2541], [-1.1857, 1.4436, -1.9028], [-2.5376, 1.3596, -2.3464], [-0.9000, 2.1591, -0.6393], [-0.5254, 0.0945, -1.7199], [3.0817, 4.4700, -5.7759], [1.6117, 5.0677, -6.5185], [2.2794, 3.5191, -7.0166], [1.2325, 5.1989, -3.8287], [-0.0839, 4.0838, -2.0646], [-0.1673, 0.5124, -4.3915], [1.1681, 1.6171, -6.1446]],
  "forces_ev_per_angstrom": [[-0.527, -0.217, 1.308], [-0.614, 0.087, 0.138], [0.736, -0.179, 0.024], [0.018, 0.058, -0.170], [-0.223, 0.285, 0.367], [-0.134, 0.016, -0.197], [0.218, 0.207, 0.052], [-0.209, -0.166, -0.220], [0.014, 0.030, 0.027], [-0.007, -0.005, -0.051], [-0.021, 0.000, -0.093], [0.119, -0.039, 0.021], [-0.247, 0.134, 0.064], [0.097, -0.198, -0.108], [0.010, 0.067, 0.057], [0.113, 0.014, -0.006], [0.003, -0.021, -0.035], [-0.045, -0.030, -0.075], [0.157, -0.070, -0.435], [0.016, -0.150, 0.177], [0.049, 0.055, 0.106], [-0.099, -0.150, -0.009], [-0.014, -0.105, 0.129], [0.077, 0.046, 0.167], [0.004, 0.064, -0.013], [-0.029, 0.022, 0.011], [0.201, -0.013, -0.056], [0.060, 0.049, 0.007], [-0.040, 0.109, 0.071], [-0.141, 0.018, 0.024], [0.080, 0.034, -0.018], [-0.014, -0.002, 0.051], [-0.179, -0.070, -0.047], [-0.124, -0.030, 0.006], [-0.091, -0.010, -0.040], [0.026, 0.001, 0.040], [0.387, -0.127, -0.015], [0.036, 0.078, -0.074], [-0.053, 0.193, -0.117], [-0.019, -0.050, 0.053], [-0.033, -0.011, -0.010], [-0.071, -0.083, 0.071], [0.031, 0.070, -0.043], [-0.005, -0.003, 0.171], [-0.346, 0.242, -0.035], [0.000, -0.016, -0.069], [0.036, -0.042, -0.037], [-0.028, -0.013, -0.098], [-0.052, 0.055, -0.017], [0.111, 0.048, 0.067], [-0.008, -0.004, 0.154], [-0.081, -0.025, 0.033], [-0.005, -0.016, -0.207], [0.121, 0.046, -0.081], [0.024, -0.003, -0.007], [-0.118, -0.011, -0.017], [-0.075, -0.096, 0.066], [0.062, -0.076, 0.069], [0.240, 0.031, 0.003], [0.142, -0.089, 0.025], [-0.050, 0.003, -0.079], [0.020, -0.039, -0.056], [0.121, -0.089, 0.010], [0.128, 0.008, 0.244], [-0.197, 0.142, 0.451], [0.007, 0.133, 0.250], [0.368, -0.247, -0.773], [0.232, 0.105, 0.037], [0.052, -0.246, -0.395], [-0.499, 0.270, 0.562], [-0.142, 0.607, 0.279], [0.214, -0.638, -0.283], [0.230, -0.023, -0.073], [0.000, -0.409, 0.157], [-0.001, 0.017, -0.044], [-0.261, 0.322, 0.061], [-0.160, -0.057, 0.139], [0.467, 0.083, -0.259], [0.011, -0.032, -0.027], [-0.050, 0.221, -0.015], [0.173, -0.122, -0.325], [0.098, 0.129, -0.047], [-0.012, 0.118, 0.119], [0.027, -0.083, -0.095], [0.108, 0.062, -0.089], [-0.058, 0.085, 0.024], [-0.254, -0.253, 0.145], [0.024, 0.030, -0.047], [-0.074, -0.036, 0.086], [-0.001, -0.069, -0.030], [0.070, 0.157, -0.081], [-0.121, -0.196, -0.071], [0.168, 0.162, -0.128], [-0.065, -0.065, 0.099], [0.053, -0.070, -0.176], [0.174, 0.158, 0.089], [-0.001, -0.020, -0.063], [-0.333, -0.101, -0.782], [0.118, 0.045, 0.057], [-0.048, 0.099, -0.043], [0.015, -0.085, -0.108], [0.040, 0.166, 0.039], [-0.061, 0.078, 0.160], [-0.083, -0.222, -0.016], [0.015, -0.039, -0.061]]
}

Entry 2:
{
  "formula": "C4H4F2",
  "method": "ωB97M-V with the def2-TZVPD basis set",
  "max_force_ev_per_a": 5.8,
  "e_above_lowest_kj_mol": 398.1,
  "e_tot_ev": -9642.3259,
  "total_charge": 0,
  "orbital_gap_ev": 9.986,
  "homo_ev": -9.45,
  "smiles": "FC1=C=C1F.C",
  "symbols": ["F", "C", "C", "C", "F", "C", "H", "H", "H", "H"],
  "positions_angstrom": [[1.4539, -0.6237, 1.3079], [0.6467, 0.3284, 1.6191], [-0.4366, 0.8093, 2.3626], [0.2371, 1.6273, 1.3845], [0.3611, 2.6086, 0.5945], [-0.4326, -0.9424, -1.5079], [0.2015, -1.7091, -1.1732], [-1.5010, -1.2994, -1.3991], [-0.3906, -0.5302, -2.4987], [-0.1393, -0.2687, -0.6898]],
  "forces_ev_per_angstrom": [[0.067, -0.734, 0.282], [-0.632, 4.183, -0.873], [-0.188, 0.626, 0.011], [1.093, -5.636, 0.979], [-0.303, 1.587, -0.279], [-2.169, 0.394, 1.432], [0.987, -1.727, -0.909], [1.173, 0.504, 0.305], [0.851, 0.035, -0.255], [-0.880, 0.768, -0.692]]
}

Entry 3:
{
  "formula": "C6H17BGaNO5PS",
  "method": "ωB97M-V with the def2-TZVPD basis set",
  "max_force_ev_per_a": 0.9,
  "e_above_lowest_kj_mol": 0.0,
  "e_tot_ev": -91407.5049,
  "total_charge": -1,
  "orbital_gap_ev": 7.264,
  "homo_ev": -4.38,
  "symbols": ["C", "C", "O", "O", "C", "C", "C", "C", "Ga", "B", "N", "O", "P", "O", "O", "S", "H", "H", "H", "H", "H", "H", "H", "H", "H", "H", "H", "H", "H", "H", "H", "H", "H"],
  "positions_angstrom": [[4.6601, -1.0978, 0.1923], [4.2108, -0.1362, -0.8866], [4.6547, -0.1835, -2.0116], [3.3853, 0.8694, -0.5030], [2.1027, 0.4831, 0.0474], [1.5630, 1.6353, 0.8980], [0.0840, 1.9469, 0.6543], [-0.8836, 0.8778, 1.1958], [-1.3158, -0.6687, -0.0613], [-2.2493, 0.1332, -1.8189], [-3.5692, 0.7023, -1.7736], [-1.6309, 0.1366, -3.0676], [-2.9754, -2.0060, 1.0552], [-4.2329, -2.3010, 0.0304], [-3.8014, -1.1238, 2.1675], [-2.3546, -3.6596, 1.8845], [5.6946, -0.8542, 0.4491], [4.6327, -2.1116, -0.2102], [4.0346, -1.0514, 1.0804], [2.2118, -0.4283, 0.6428], [1.4220, 0.2441, -0.7713], [2.1639, 2.5139, 0.6312], [1.7235, 1.4214, 1.9594], [-0.0712, 2.1440, -0.4166], [-0.1233, 2.9013, 1.1639], [-0.5066, 0.5123, 2.1611], [-1.8428, 1.3628, 1.4231], [-0.0501, -1.5760, -0.4237], [-3.7854, 1.1686, -0.9053], [-3.8630, 1.2471, -2.5777], [-0.9272, -0.5217, -3.0532], [-3.9632, -2.0633, -0.8662], [-4.3976, -0.5171, 1.7104]],
  "forces_ev_per_angstrom": [[-0.247, -0.183, -0.109], [0.391, 0.089, -0.626], [-0.260, 0.144, 0.809], [-0.007, -0.263, -0.235], [-0.178, -0.020, 0.463], [0.082, 0.035, -0.443], [-0.107, 0.133, 0.401], [0.015, -0.058, -0.011], [0.039, 0.351, -0.228], [-0.021, -0.194, 0.226], [0.561, 0.425, -0.175], [-0.246, -0.396, -0.034], [0.343, -0.382, 0.063], [0.015, 0.103, -0.180], [-0.081, 0.073, 0.083], [-0.089, 0.058, 0.147], [-0.132, 0.004, -0.035], [0.077, 0.083, 0.054], [0.162, 0.025, 0.036], [-0.079, 0.060, -0.138], [0.147, 0.095, -0.084], [-0.072, -0.086, 0.120], [0.023, 0.089, -0.053], [0.016, -0.116, 0.086], [0.076, -0.065, -0.111], [-0.051, 0.041, -0.086], [0.052, -0.091, -0.024], [-0.071, -0.123, 0.060], [-0.295, -0.159, -0.024], [-0.090, -0.027, 0.044], [0.074, 0.300, -0.031], [-0.081, 0.090, 0.012], [0.032, -0.035, 0.024]]
}

Please write out number 2 again, unchanged.
{
  "formula": "C4H4F2",
  "method": "ωB97M-V with the def2-TZVPD basis set",
  "max_force_ev_per_a": 5.8,
  "e_above_lowest_kj_mol": 398.1,
  "e_tot_ev": -9642.3259,
  "total_charge": 0,
  "orbital_gap_ev": 9.986,
  "homo_ev": -9.45,
  "smiles": "FC1=C=C1F.C",
  "symbols": ["F", "C", "C", "C", "F", "C", "H", "H", "H", "H"],
  "positions_angstrom": [[1.4539, -0.6237, 1.3079], [0.6467, 0.3284, 1.6191], [-0.4366, 0.8093, 2.3626], [0.2371, 1.6273, 1.3845], [0.3611, 2.6086, 0.5945], [-0.4326, -0.9424, -1.5079], [0.2015, -1.7091, -1.1732], [-1.5010, -1.2994, -1.3991], [-0.3906, -0.5302, -2.4987], [-0.1393, -0.2687, -0.6898]],
  "forces_ev_per_angstrom": [[0.067, -0.734, 0.282], [-0.632, 4.183, -0.873], [-0.188, 0.626, 0.011], [1.093, -5.636, 0.979], [-0.303, 1.587, -0.279], [-2.169, 0.394, 1.432], [0.987, -1.727, -0.909], [1.173, 0.504, 0.305], [0.851, 0.035, -0.255], [-0.880, 0.768, -0.692]]
}